Record 1
Here is a structure of composition C36H37BF4N3O3S2SbTi at a distorted geometry from the OMol25 dataset. Energies are from the ωB97M-V functional and the def2-TZVPD basis.

HOMO level (alpha / beta): -6.832 / -6.833 eV
Maximum force: 3.2 eV Å⁻¹
Energy above the lowest of the compared OMol25 structures with the same formula, charge and spin: 110.48 kJ/mol
Orbital gap (alpha / beta): 0.2229 / 0.2224 Eh

Geometry as XYZ:
```
88
Properties=species:S:1:pos:R:3:forces:R:3
Ti 1.0467 0.5885 -0.3138 -2.254 0.090 -2.213
C 7.4646 4.8336 1.5449 0.046 0.010 -0.013
C 5.9918 4.5648 1.4353 -0.076 -0.003 0.012
C 5.4608 3.3384 1.8306 0.011 0.036 -0.026
C 4.1065 3.0795 1.7182 0.013 -0.107 0.008
C 3.2709 4.0553 1.1984 -0.282 -0.117 0.014
C 3.7717 5.2837 0.8059 -0.053 0.126 -0.001
C 5.1288 5.5332 0.9288 0.032 -0.034 0.013
S 1.5368 3.6959 1.0423 0.045 0.234 0.140
O 1.1012 2.9934 2.2196 -0.045 0.018 -0.059
O 0.8673 4.9174 0.6803 0.136 -0.013 -0.064
N 1.4413 2.6249 -0.1697 0.168 -0.641 0.203
C 2.1427 2.7293 -1.3472 0.091 0.116 -0.315
C 2.5627 3.8791 -2.0130 0.056 -0.044 -0.175
C 3.1824 3.7146 -3.2377 -0.064 -0.066 0.095
C 3.3529 2.4401 -3.7792 -0.010 0.020 0.025
C 2.8961 1.3542 -3.0637 0.043 -0.024 0.129
N 2.3298 1.4991 -1.8658 0.029 0.315 0.516
H 7.9270 4.1975 2.2978 0.007 -0.008 0.011
H 7.6563 5.8733 1.8076 0.008 0.016 0.001
H 7.9627 4.6369 0.5937 0.009 -0.003 -0.014
H 6.1170 2.5776 2.2339 0.009 -0.011 0.024
H 3.6957 2.1311 2.0353 0.000 -0.038 0.003
H 3.0949 6.0401 0.4318 0.003 0.007 -0.005
H 5.5231 6.4967 0.6308 0.009 0.022 0.002
H 2.3677 4.8544 -1.5952 -0.020 0.010 0.010
H 3.5143 4.5844 -3.7890 0.017 0.007 -0.005
H 3.8211 2.2964 -4.7412 0.008 -0.001 -0.008
H 2.9849 0.3404 -3.4320 -0.010 0.002 -0.007
F 2.1272 -1.2095 -0.5467 -0.555 0.197 0.043
B 2.6268 -1.3095 0.8707 0.077 -0.132 -0.239
F 2.7992 0.1002 1.0994 -0.167 0.144 0.205
F 3.7578 -2.0291 0.9031 0.243 0.071 0.032
F 1.6008 -1.7891 1.6327 -0.078 -0.045 0.076
S -0.5369 0.4239 -1.8484 2.169 0.860 1.217
Sb -1.5737 -2.0776 -0.9215 -0.371 -1.155 0.937
C -2.1408 -3.6534 0.5286 0.050 0.205 -0.451
C -1.0937 -4.0992 1.3339 0.122 0.088 0.026
C -1.3097 -5.0269 2.3427 -0.015 -0.012 0.046
C -2.5883 -5.5201 2.5696 0.031 -0.001 -0.007
C -3.6379 -5.0841 1.7756 -0.040 -0.018 0.063
C -3.4136 -4.1549 0.7666 -0.169 -0.053 -0.142
C -0.5246 -3.4155 -2.2300 -0.173 0.040 -0.007
C 0.6781 -3.0455 -2.8209 -0.060 0.107 -0.006
C 1.3636 -3.9346 -3.6384 0.043 0.001 -0.020
C 0.8484 -5.1986 -3.8769 0.048 -0.008 -0.021
C -0.3581 -5.5722 -3.3024 -0.040 -0.025 0.016
C -1.0384 -4.6862 -2.4810 -0.014 -0.020 -0.007
C -3.3776 -1.9609 -2.0702 0.164 -0.059 0.021
C -4.6078 -1.7424 -1.4586 -0.011 0.131 0.111
C -5.7654 -1.6198 -2.2126 -0.054 0.007 -0.055
C -5.7031 -1.7004 -3.5969 -0.035 -0.001 0.042
C -4.4782 -1.8881 -4.2181 0.024 0.015 -0.046
C -3.3231 -2.0148 -3.4593 0.033 -0.057 -0.047
H -0.0864 -3.7213 1.1757 -0.020 0.001 0.009
H -0.4790 -5.3620 2.9514 -0.001 -0.014 0.001
H -2.7622 -6.2444 3.3547 -0.002 -0.009 0.011
H -4.6363 -5.4728 1.9346 -0.010 -0.006 0.011
H -4.2483 -3.8521 0.1430 0.028 0.009 0.018
H 1.0753 -2.0513 -2.6551 0.029 -0.029 0.028
H 2.3035 -3.6385 -4.0868 0.011 0.003 -0.009
H 1.3860 -5.8942 -4.5083 0.002 0.001 -0.018
H -0.7694 -6.5555 -3.4932 0.003 -0.007 0.010
H -1.9781 -4.9896 -2.0340 -0.004 -0.005 0.025
H -4.6728 -1.6427 -0.3798 0.006 -0.052 0.008
H -6.7149 -1.4557 -1.7194 -0.021 -0.003 0.002
H -6.6047 -1.6094 -4.1885 -0.010 0.009 0.000
H -4.4189 -1.9346 -5.2983 -0.003 -0.004 -0.003
H -2.3713 -2.1576 -3.9588 -0.011 -0.047 0.002
O -0.2664 0.4927 1.1750 1.040 0.058 -0.114
C -1.3937 0.7333 1.6586 -0.334 -0.335 -0.022
C -2.0614 2.0561 1.4149 0.090 -0.039 -0.073
C -2.7926 2.6944 2.6144 -0.010 0.002 0.010
C -2.4089 2.0816 3.9630 0.020 0.011 0.015
C -3.1826 0.7920 4.2462 -0.051 -0.021 -0.067
C -3.2723 -0.0976 3.0062 -0.157 0.004 0.023
N -1.9958 -0.2418 2.3306 0.392 0.346 0.097
H -2.7203 1.9011 0.5529 -0.040 -0.003 0.023
H -1.2659 2.7131 1.0665 -0.031 -0.039 0.015
H -3.8749 2.6272 2.4808 -0.004 0.021 0.003
H -2.5477 3.7554 2.6110 0.009 -0.002 0.008
H -2.5937 2.7940 4.7676 -0.018 0.001 -0.010
H -1.3321 1.8912 3.9747 0.011 0.021 0.028
H -4.2054 1.0370 4.5433 -0.009 -0.017 0.028
H -2.7313 0.2460 5.0769 0.037 0.001 -0.019
H -3.9840 0.3195 2.2908 -0.001 -0.017 0.020
H -3.6197 -1.1016 3.2467 -0.025 0.038 0.027
H -1.4249 -1.0577 2.5144 -0.064 -0.074 -0.176
```
Positions in Å, forces in eV/Å.

***

Record 2
Here is a cluster of 8 separate species, C36H37Br6N5O10 in total at a distorted geometry from the OMol25 dataset. Energies are from the ωB97M-V functional and the def2-TZVPD basis.

HOMO level: -9.924 eV
Structure (SMILES): O=[N+]([O-])c1ccccc1.O=[N+]([O-])c1ccccc1.O=[N+]([O-])c1ccccc1.O=[N+]([O-])c1ccccc1.O=[N+]([O-])c1ccccc1.BrCCBr.BrCCBr.BrCCBr
Maximum force: 3.3 eV Å⁻¹
Energy above the lowest of the compared OMol25 structures with the same formula, charge and spin: 355.95 kJ/mol
Orbital gap: 0.3358 Eh

Geometry as XYZ:
```
94
Properties=species:S:1:pos:R:3:forces:R:3
O -10.0934 -21.6245 15.9144 -0.202 -0.548 -1.543
N -10.8261 -22.2202 15.1010 1.150 0.833 2.898
O -12.0190 -22.1554 15.1755 -1.360 0.056 -0.642
C -10.2375 -23.1623 14.1863 0.306 -0.914 -0.415
C -8.8954 -23.0291 13.8552 0.158 -1.388 -1.733
C -8.3459 -23.9583 12.8995 -1.407 0.172 0.311
C -9.1272 -25.0162 12.3889 -1.343 0.456 2.190
C -10.4695 -25.1679 12.8915 1.168 0.648 0.139
C -11.0412 -24.2431 13.7703 1.114 0.011 -1.360
H -8.2815 -22.2287 14.2411 -0.181 0.028 0.090
H -7.3441 -23.8274 12.5179 0.143 0.041 0.260
H -8.7231 -25.8329 11.8091 0.174 0.314 -0.365
H -11.0793 -26.0274 12.6552 0.149 -0.084 -0.381
H -12.0926 -24.3751 13.9789 0.128 0.370 0.545
O -19.8459 -28.1774 10.9455 -0.289 0.576 0.588
N -20.5449 -27.1886 10.8120 -0.114 -0.321 -3.260
O -21.1104 -26.9134 9.7126 0.918 -0.355 2.653
C -20.6867 -26.2471 11.8978 0.774 0.745 1.986
C -19.8070 -26.1653 13.0200 -1.845 1.068 -0.731
C -20.1523 -25.1796 14.0152 1.095 -1.458 -0.491
C -21.2642 -24.3614 13.9271 0.466 -0.497 0.157
C -22.0562 -24.4968 12.8182 -0.347 1.594 1.514
C -21.7440 -25.3748 11.8567 -1.631 -0.429 -2.069
H -18.9432 -26.8136 13.0157 0.057 0.078 0.478
H -19.5445 -25.1053 14.9048 0.271 -0.068 -0.051
H -21.5442 -23.6589 14.6981 0.274 -0.020 0.169
H -22.9271 -23.8632 12.7384 -0.123 -0.073 -0.243
H -22.4962 -25.3136 11.0841 0.494 -0.837 -0.702
O -15.0891 -26.4844 4.9581 0.133 -0.472 0.214
N -14.4149 -25.8295 5.7070 0.841 1.857 1.564
O -13.8864 -26.1330 6.7829 -0.746 -1.242 -1.214
C -14.2106 -24.3883 5.4443 -1.916 0.885 -1.652
C -13.0897 -23.7615 5.8513 1.162 -0.173 1.450
C -12.8869 -22.3874 5.7295 0.675 -1.605 -0.229
C -13.7432 -21.6672 4.9532 -1.659 0.250 -0.249
C -14.9880 -22.2537 4.5382 2.166 -0.434 0.767
C -15.1979 -23.6177 4.7993 -0.094 0.720 -0.884
H -12.3362 -24.3514 6.3520 0.034 -0.012 0.128
H -11.9610 -22.0849 6.1959 -0.012 0.792 -0.373
H -13.4807 -20.6578 4.6728 -0.290 0.216 0.115
H -15.6827 -21.6282 3.9974 -0.190 -0.299 -0.058
H -16.0856 -24.0292 4.3420 -0.107 -0.477 0.427
O -10.0284 -32.0940 9.7905 2.152 -1.127 0.083
N -8.9385 -32.6745 9.9391 0.214 -0.132 0.291
O -8.6359 -33.4451 10.8302 -1.044 0.084 0.361
C -7.7822 -32.4490 9.0277 -1.010 1.633 -0.938
C -8.0918 -31.7605 7.8676 0.785 0.709 -0.728
C -7.0710 -31.3730 6.9900 -0.817 -0.716 0.362
C -5.7496 -31.6619 7.3062 0.270 0.808 -1.142
C -5.4484 -32.2280 8.4977 -0.521 -1.041 1.970
C -6.4546 -32.6733 9.3529 -0.138 -0.756 0.149
H -9.0848 -31.4305 7.6002 -0.210 -0.357 0.369
H -7.4360 -30.9059 6.0873 0.605 0.137 -0.219
H -4.8973 -31.4699 6.6714 -0.249 0.452 -0.418
H -4.4561 -32.3760 8.8974 0.295 -0.053 -0.591
H -6.1489 -33.3161 10.1651 -0.331 0.364 0.456
O -19.7018 -18.0954 6.0463 0.517 0.125 1.865
N -19.5924 -18.7105 7.1189 -0.936 -1.456 -2.400
O -20.1024 -19.8222 7.2565 0.326 0.863 0.409
C -18.7687 -18.2232 8.2000 0.329 -1.276 2.319
C -18.4696 -19.1309 9.2923 0.857 1.451 -0.993
C -17.6346 -18.6833 10.3432 -1.093 -1.301 -1.129
C -17.0925 -17.4336 10.3190 -0.729 1.728 -1.159
C -17.3890 -16.5697 9.2255 -0.614 -0.678 1.101
C -18.2989 -16.9329 8.2064 2.069 0.496 0.598
H -18.7151 -20.1808 9.2299 -0.476 0.171 -0.018
H -17.3929 -19.3537 11.1547 -0.104 -0.140 0.012
H -16.5619 -17.0838 11.1922 0.411 0.140 -0.230
H -16.9918 -15.5665 9.2727 0.027 0.066 -0.272
H -18.3976 -16.2322 7.3905 -0.574 -0.197 -0.104
Br -3.9545 -24.2803 6.1725 1.413 -0.288 -0.451
C -2.1856 -24.2707 5.1404 -1.669 0.627 -1.336
C -0.9769 -24.6479 5.9358 0.316 -0.015 0.863
Br 0.6751 -24.9383 4.8368 -1.124 0.324 0.522
H -2.2580 -23.2751 4.7025 0.788 0.414 0.833
H -2.3809 -24.7946 4.2048 0.093 -1.070 0.581
H -1.0962 -25.5437 6.5454 -0.161 -0.256 -0.599
H -0.7738 -23.8930 6.6954 0.341 0.263 -0.412
Br -7.9882 -17.9911 23.0483 0.651 -0.171 -0.028
C -7.1278 -19.7111 22.7613 1.253 -1.518 0.501
C -5.8662 -20.0236 23.6325 -1.388 0.926 1.116
Br -5.0176 -21.7850 23.3696 -0.379 0.904 -0.415
H -6.7882 -19.8578 21.7360 -0.823 0.292 -0.151
H -7.8831 -20.4141 23.1126 0.021 -0.076 -0.743
H -6.2447 -20.1214 24.6500 0.275 0.136 0.054
H -5.1739 -19.1817 23.6344 0.391 -0.493 -0.335
Br -0.9010 -23.2172 15.3105 0.393 0.016 0.258
C 0.5142 -24.4866 15.8630 -0.835 0.108 -1.108
C 0.9507 -25.2815 14.6128 -1.218 -0.299 1.591
Br -0.5906 -26.5329 14.2376 0.990 0.563 -0.223
H -0.0199 -25.1414 16.5516 0.494 0.131 0.128
H 1.3072 -23.8986 16.3251 -0.066 -0.166 -0.101
H 1.7529 -25.9365 14.9525 0.150 0.069 -0.643
H 1.1359 -24.6403 13.7510 0.091 -0.422 0.093
```
Positions in Å, forces in eV/Å.

***

- Which of these has the lowest energy above the lowest of the compared OMol25 structures with the same formula, charge and spin?
  C36H37BF4N3O3S2SbTi

***

- Among the records above, which one has the lowest energy above the lowest of the compared OMol25 structures with the same formula, charge and spin?
  C36H37BF4N3O3S2SbTi

***

- Among the records above, which one has the lowest energy above the lowest of the compared OMol25 structures with the same formula, charge and spin?
  C36H37BF4N3O3S2SbTi

***

- Which of these has the highest maximum force?
  C36H37Br6N5O10